(1)
Computed, not measured: 2 unconnected molecules or ions with the total composition C2H4N2O2 in a non-equilibrium geometry, with ωB97M-V/def2-TZVPD.

Output
total charge	0
SMILES	C1=NC1.O=NO
highest occupied orbital energy	-0.371	Eh
M	88.07	g/mol
energy relative to the best compared isomer or geometry (same formula, charge and spin)	658.7	kJ/mol

Atoms and positions in Å:
1 C -1.34984 0.82485 0.23371
2 N -0.92305 -0.20104 0.73494
3 C -1.71733 -0.32923 -0.47784
4 H -0.96488 1.82567 0.08453
5 H -2.76203 -0.68212 -0.45826
6 H -1.25341 -0.35327 -1.44943
7 O 3.46463 0.22243 -0.45241
8 N 2.43740 0.26319 0.15082
9 O 1.94571 -0.95127 0.52032
10 H 1.12280 -0.61922 1.11362

Cartesian forces (eV/Å) of the 2 atoms listed first:
0.6 3.2 -0.8
1.9 -2.0 2.4

***

(2)
Computed, not measured: C23H25BrCl2O5S in the gas phase in a non-equilibrium geometry, with ωB97M-V/def2-TZVPD.

Output
total charge	0
SMILES	CC[C@H](Br)c1cc(C[C@@H]2CO2)c(COO)c2c1C(=O)C(/C(Cl)=C(/C)Cl)=C(CCCS)C2=O
highest occupied orbital energy	-0.338	Eh
M	564.33	g/mol

Atoms and positions in Å:
1 C 2.31584 -4.80144 0.31705
2 C 1.24744 -3.79036 -0.34564
3 C 1.89674 -2.78880 -1.44625
4 Br 3.71678 -3.35225 -2.00189
5 C 1.79382 -1.23689 -1.02266
6 C 3.07682 -0.36505 -0.77951
7 C 3.01141 1.15253 -0.37599
8 C 4.36766 1.96615 -0.19693
9 C 5.47485 0.96988 0.66283
10 C 7.03389 1.60518 0.76598
11 O 6.59888 0.38268 -0.15879
12 C 1.60916 1.84597 -0.17968
13 C 1.54599 3.40141 0.25463
14 O 1.59394 4.31459 -0.88434
15 O 1.31341 3.66769 -2.05246
16 C 0.32420 0.97919 -0.42285
17 C 0.39244 -0.53959 -0.84618
18 C -0.99341 -1.30854 -1.09356
19 O -1.10515 -2.37100 -1.76010
20 C -2.37379 -0.70277 -0.50899
21 C -3.62618 -1.69618 -0.42017
22 Cl -4.11742 -2.62634 1.06210
23 C -4.41849 -1.83406 -1.58557
24 C -5.72348 -2.75927 -1.71165
25 Cl -3.95148 -0.85813 -3.06567
26 C -2.45493 0.65576 -0.12509
27 C -3.78113 1.33761 0.43723
28 C -3.58132 2.12515 1.82801
29 C -4.34405 1.39200 3.06284
30 S -4.80065 2.59269 4.41568
31 C -1.15628 1.60407 -0.29329
32 O -1.39345 2.84030 -0.35317
33 H 1.80141 -5.33984 1.20516
34 H 2.63155 -5.64925 -0.39779
35 H 3.23158 -4.27084 0.74729
36 H 0.48387 -4.46215 -0.89709
37 H 0.62561 -3.22665 0.44533
38 H 1.22842 -2.89128 -2.38396
39 H 4.13844 -0.78292 -0.91140
40 H 4.88476 2.20783 -1.18654
41 H 4.27981 2.92336 0.41628
42 H 5.05550 0.36836 1.61227
43 H 7.21579 1.32606 1.85176
44 H 6.75907 2.62558 0.34910
45 H 0.59789 3.64071 0.86851
46 H 2.42937 3.69273 0.94047
47 H 2.20792 3.43550 -2.41874
48 H -6.61629 -2.30899 -1.13352
49 H -6.05667 -2.81210 -2.81058
50 H -5.52177 -3.83879 -1.37905
51 H -4.10833 2.10785 -0.36274
52 H -4.66824 0.59801 0.50553
53 H -2.48638 2.36678 2.05986
54 H -4.12121 3.14182 1.70654
55 H -5.26230 0.88487 2.60167
56 H -3.63995 0.58983 3.47064
57 H -4.58191 3.87135 3.92511

Cartesian forces (eV/Å) of the 2 atoms listed first:
-0.7 -0.4 0.8
0.1 -1.1 -0.2

***

(3)
Computed, not measured: a molecular structure, CH3NO in a non-equilibrium geometry, with ωB97M-V/def2-TZVPD.

Output
total charge	0
highest occupied orbital energy (spin up / spin down)	-0.327 / -0.327	Eh
M	45.04	g/mol
energy relative to the best compared isomer or geometry (same formula, charge and spin)	506.5	kJ/mol

Atoms and positions in Å:
1 C -0.05847 0.33619 -0.40866
2 N -0.31790 -0.48770 0.55794
3 O 1.41604 1.44335 -0.48136
4 H -0.58520 0.37711 -1.30176
5 H -0.68034 -1.36672 0.23533
6 H 0.22587 -0.30222 1.39851

Cartesian forces (eV/Å) of the 2 atoms listed first:
6.9 5.2 0.8
0.8 1.1 -0.7

***

(4)
Computed, not measured: C5H6N4O2 in the gas phase in a non-equilibrium geometry, with ωB97M-V/def2-TZVPD.

Output
total charge	0
highest occupied orbital energy	-0.329	Eh
M	154.13	g/mol
energy relative to the best compared isomer or geometry (same formula, charge and spin)	284.9	kJ/mol

Atoms and positions in Å:
1 C 0.73454 2.18618 -1.38459
2 C 1.16145 -0.61891 -0.92137
3 C -0.91317 -0.41536 0.12016
4 C -1.48301 1.52226 -1.21800
5 C 0.72165 -1.64337 1.47605
6 N -0.39423 2.54036 -1.17671
7 N 0.44658 0.23177 -1.75220
8 N 0.27568 -1.03682 0.18061
9 N -0.79224 0.27340 -1.12206
10 O 2.27919 -1.03461 -1.07523
11 O -1.84458 -0.18465 0.91971
12 H 1.77051 2.33114 -1.61645
13 H -2.21576 1.43838 -0.34824
14 H -1.92210 1.79212 -2.24836
15 H -0.02714 -2.35317 1.76847
16 H 1.66547 -2.08457 1.41790
17 H 0.69556 -0.78218 2.07999

Cartesian forces (eV/Å) of the 2 atoms listed first:
-0.8 -2.5 -0.6
-0.2 -0.8 0.8

***

Q: Which value of M does entry 1 give?
A: 88.07 g/mol

***

Q: What is the formula in the fourth record?
A: C5H6N4O2